Below is a molecular structure, C24H56O36S10, with properties calculated with ωB97M-V/def2-TZVPD.

```
126
Properties=species:S:1:pos:R:3:forces:R:3:mulliken_charge:R:1
C -0.003472 0.869133 -0.518457 1.446 -4.852 1.414 0.64
C 1.092149 -0.063250 -0.072144 -0.261 1.214 -0.660 0.36
O 0.796200 -0.327383 1.270533 -1.602 -1.588 1.467 -0.85
S -0.812184 -0.511763 1.424854 0.974 0.283 1.440 1.25
O -1.235657 -0.173663 2.767818 5.540 -4.315 -3.091 -0.85
O -1.261529 -1.824799 0.999740 -4.237 5.899 -3.989 -0.89
O -1.110233 0.677038 0.334894 -1.301 -1.697 2.519 -0.85
H -0.374729 0.665421 -1.522835 0.112 -0.469 2.986 -0.23
H 0.333229 1.902826 -0.439617 3.405 -4.923 1.000 -0.62
H 2.081566 0.382540 -0.174165 -1.790 -0.005 0.688 0.16
H 1.105595 -1.009541 -0.612937 -1.910 4.038 1.229 -0.53
C -0.685840 3.608911 2.856189 0.356 -0.299 2.018 -0.10
C -0.547027 2.085975 2.613470 -0.417 1.604 0.944 0.79
O 0.540163 1.905623 1.711476 2.848 2.967 -0.100 0.54
S 1.589577 3.231348 1.646342 -4.526 -1.052 1.296 1.44
O 2.010670 3.332618 0.230843 -0.227 1.519 6.348 -0.56
O 2.558252 3.187486 2.726060 -2.678 1.218 -0.911 -0.67
O 0.249006 4.206475 2.000320 3.273 1.041 -2.052 -0.50
H -0.455607 3.935158 3.870405 0.618 -0.591 0.358 0.34
H -1.662184 4.085217 2.766821 0.529 -0.750 -0.663 -0.47
H -1.444787 1.672293 2.154145 0.730 1.205 0.203 -0.31
H -0.302097 1.482527 3.487528 -0.189 0.798 0.201 0.87
C 3.350169 -2.992726 -1.904483 -2.721 1.686 -0.300 -0.56
C 2.545092 -2.447115 -0.611977 5.363 -0.820 -1.648 -0.16
O 1.969616 -3.630473 -0.071364 1.565 -0.712 -2.365 0.67
S 2.672470 -5.080731 -0.552663 2.078 0.646 -0.238 1.17
O 1.790857 -5.829418 -1.460522 3.015 1.518 1.537 -0.64
O 3.256689 -5.798867 0.625388 -1.433 2.287 -4.165 -0.54
O 3.804814 -4.240826 -1.498686 -0.049 -2.957 1.638 -0.56
H 4.141705 -2.407386 -2.372446 0.572 0.147 1.214 0.45
H 2.705380 -3.063752 -2.780440 -0.653 -0.551 0.103 0.26
H 1.874385 -1.589618 -0.666475 3.428 -2.981 -0.330 -0.35
H 3.373784 -2.142854 0.027393 -0.302 -0.225 -0.028 0.79
C -3.747657 -0.070421 1.937749 -0.651 -0.343 -0.119 0.49
C -5.088932 -0.267132 2.659518 0.145 -1.295 0.194 -0.47
O -5.004890 0.464081 3.877472 -0.210 0.669 1.034 -0.42
S -3.479937 0.539039 4.391903 0.444 0.894 -0.428 1.13
O -3.057694 -0.747204 4.908057 -0.704 1.843 -0.366 -0.58
O -3.216052 1.799765 5.115319 -0.736 -3.323 -2.036 -0.59
O -2.947562 0.639957 2.839173 -4.626 3.323 1.996 0.24
H -3.798669 0.451149 0.982000 -0.076 0.405 0.191 0.10
H -3.302917 -1.047191 1.747414 -0.051 -0.013 0.069 -0.28
H -5.126222 -1.322170 2.930847 -0.310 -0.081 0.017 0.37
H -5.998637 -0.035296 2.105628 0.229 0.526 0.227 0.33
C 0.308166 -2.876511 1.810586 1.154 -4.267 -0.325 -0.48
C 0.765414 -4.345069 1.707875 -0.193 0.134 1.184 1.13
O 2.019681 -4.358039 2.385604 1.676 1.075 1.315 -0.59
S 2.501146 -2.855327 2.954523 -2.827 -2.223 -1.300 1.06
O 3.255645 -2.157592 1.917418 -1.045 -0.937 3.040 -0.16
O 2.911063 -3.021121 4.318717 0.217 0.692 -1.380 -0.79
O 0.892462 -2.439319 2.940824 3.717 2.185 3.265 -0.82
H -0.745649 -2.685854 2.013676 1.643 -2.655 1.076 1.37
H 0.655726 -2.335772 0.930295 -0.036 -0.785 0.646 -0.06
H 0.964582 -4.717753 0.703116 -1.371 0.876 2.102 -2.33
H 0.073451 -5.032176 2.194868 0.375 0.169 0.651 0.83
C 2.129790 3.212328 -3.148064 -0.977 0.322 -0.532 -0.44
C 1.341769 2.871208 -1.872599 6.773 -0.641 -3.428 -0.40
O 0.786273 1.576156 -2.102398 2.970 1.104 -6.318 0.84
S 1.107235 0.949100 -3.564443 0.226 2.351 -1.658 1.14
O 0.000483 1.308356 -4.489622 2.652 -1.232 2.068 -0.69
O 1.635495 -0.382401 -3.455742 -1.022 1.402 -0.066 -0.40
O 2.325637 1.978417 -3.768765 0.650 -2.835 -1.336 -0.45
H 3.119797 3.641854 -2.994747 -0.229 0.082 0.230 0.33
H 1.575317 3.757352 -3.912006 -0.158 0.813 0.413 0.30
H 0.706115 3.669428 -1.489357 3.674 -1.551 -3.333 -0.16
H 2.100381 2.603407 -1.137143 -0.252 -0.136 -1.578 0.51
O -4.769600 4.640870 0.647229 2.139 0.349 0.568 -0.65
S -3.535599 4.862825 1.391244 0.008 -1.124 -0.444 1.23
O -3.561569 4.635932 2.822364 0.334 -0.141 -1.472 -0.68
O -2.218675 3.926028 0.750597 -1.861 1.960 1.986 0.04
C -2.066810 3.783218 -0.655435 -0.796 -0.892 -0.354 -1.33
C -0.697960 3.169835 -0.947226 -5.691 4.876 0.694 0.21
C -2.861886 6.487002 1.131712 -0.653 0.728 -0.582 -1.05
H -2.178670 4.716364 -1.207548 -0.203 0.211 0.157 0.52
H -2.909546 3.121759 -0.856329 0.131 0.012 -1.086 0.28
H -0.566255 2.888391 -1.992006 -1.926 0.306 0.409 0.68
H -0.402860 2.313394 -0.340983 -4.499 4.474 0.393 -0.76
H 0.092160 3.911931 -0.832722 -3.871 1.480 3.326 0.72
H -3.423256 7.220066 1.711003 -0.120 -0.401 0.451 0.45
H -3.100586 6.790880 0.112512 0.451 -0.298 -0.226 0.37
H -1.803901 6.575584 1.378558 -0.136 -0.417 -0.088 0.23
O -4.698355 2.149610 -2.899304 0.371 -1.838 -2.440 -0.52
S -4.608033 1.461311 -4.213039 0.078 1.916 -0.849 1.16
O -4.430255 2.235993 -5.439292 -0.077 -0.974 1.972 -0.66
O -3.393562 0.357688 -4.254688 -1.500 1.633 -0.235 -0.55
C -2.943065 -0.282918 -3.052594 -4.438 5.759 -0.306 -0.83
C -2.029145 0.650758 -2.201376 -1.216 -0.977 -2.417 0.99
C -6.082104 0.436260 -4.455092 0.761 0.083 1.198 -0.85
H -2.491355 -1.224612 -3.364477 -6.623 3.705 -3.527 -0.61
H -3.811322 -0.452604 -2.415860 -0.357 -0.512 -0.072 0.79
H -2.471496 1.629193 -2.014019 -0.448 -0.499 0.025 -0.75
H -1.219365 0.879150 -2.894331 -0.142 -0.106 0.231 0.30
H -1.703209 0.196656 -1.265620 -1.555 -0.108 -1.150 0.17
H -6.993200 0.980267 -4.205995 0.302 0.359 -0.202 0.37
H -5.927141 -0.265450 -3.635522 -0.363 -0.609 -0.304 0.27
H -6.120484 -0.004905 -5.451085 0.282 0.062 0.251 0.32
O 0.342084 -1.959569 -1.319232 -3.405 -2.370 -2.419 -1.28
S -0.419987 -2.959791 -2.007419 -1.833 -0.928 -0.634 1.28
O 0.157947 -3.570060 -3.192574 -0.913 0.351 1.530 -0.87
O -0.920118 -4.022224 -0.875847 0.314 1.121 -0.780 0.03
C -0.797128 -5.407322 -1.165034 1.793 -1.884 -0.597 -0.81
C -0.348717 -6.181492 0.065063 -0.963 -0.072 0.190 -1.30
C -1.998364 -2.092580 -2.395782 4.919 -5.549 2.699 -0.45
H 0.071369 -5.539653 -1.810276 -1.100 0.197 -0.658 0.68
H -1.682326 -5.860828 -1.610957 -0.290 0.497 0.128 0.45
H 0.701101 -6.077059 0.339101 -1.053 -0.781 -0.570 0.78
H -0.478067 -7.251781 -0.095708 -0.622 0.053 0.162 0.52
H -0.908271 -5.717732 0.877429 -0.389 -1.100 0.227 0.14
H -2.330127 -1.579678 -1.493029 0.107 -0.658 -0.131 -0.14
H -2.718536 -2.766320 -2.860038 0.166 -0.131 0.164 0.49
H -1.723687 -1.305377 -3.097899 6.864 -3.002 2.452 1.04
O 5.978234 1.339980 -0.355574 -2.847 -1.045 1.482 -0.71
S 4.808500 0.845323 0.416939 1.049 -0.799 0.655 1.15
O 3.518024 0.511125 -0.264040 5.604 0.819 1.088 -0.65
O 5.258783 -0.463062 1.358301 -0.267 0.810 -1.955 -0.05
C 6.562496 -0.416585 1.966001 0.751 -0.959 0.250 -0.35
C 7.010557 -1.841071 2.368548 -0.519 0.950 -0.043 -1.28
C 4.491246 1.839415 1.884300 0.962 0.214 -1.161 -0.90
H 6.599282 0.171900 2.882758 -0.622 0.316 0.050 0.29
H 7.307943 0.029267 1.307504 -0.232 -0.097 -0.351 0.39
H 8.017189 -1.673143 2.751416 0.230 -0.498 -0.246 0.43
H 6.940125 -2.540570 1.535575 0.348 0.099 0.037 0.31
H 6.430231 -2.239588 3.200716 -0.208 0.113 -0.105 0.30
H 5.470001 2.262529 2.110384 -0.094 0.463 -0.208 0.58
H 4.262565 1.235725 2.762570 -0.507 -0.318 -0.549 0.30
H 3.717928 2.578075 1.673431 1.747 -0.663 -0.188 0.26
```
Positions in Å, forces in eV/Å.

Calculated values
2S+1: 1
Maximum force, eV Å⁻¹: 8.37
Calculated total energy, eV: -207816.201
Charge: 0

=====

Below is 5 unconnected molecules or ions with the total composition C21H43N4O9S5, with properties calculated with ωB97M-V/def2-TZVPD.

```
82
Properties=species:S:1:pos:R:3:forces:R:3:mulliken_charge:R:1
N 1.658446 1.079506 1.577406 -0.034 -2.478 2.427 -0.22
C 1.977954 1.890712 0.861957 -0.960 3.430 -2.988 0.36
O 1.895379 2.777497 -0.148486 0.811 -0.795 1.475 -0.18
N 2.082579 2.044349 -1.345845 -0.671 -1.566 -0.552 -0.33
C 0.801701 1.682207 -1.900647 -0.774 -0.320 0.702 -0.15
N 0.819458 1.372645 -3.157082 0.736 0.059 -0.683 -0.13
N -0.370276 1.605493 -1.199234 1.047 1.060 0.108 0.13
C -1.155172 2.886146 -1.184272 -1.136 0.713 0.161 0.26
C -2.687662 2.619547 -0.976187 -0.246 0.227 -0.330 -0.82
C -3.081888 1.130783 -1.134037 -0.241 -0.406 0.148 -0.30
S -4.798802 0.797498 -0.528274 0.002 -0.155 0.097 -0.26
H 2.507877 1.153497 -1.052917 0.563 0.290 -0.491 0.40
H -0.023807 1.216766 -3.705556 0.002 -0.392 0.539 0.30
H 1.715985 1.215244 -3.617940 -0.314 0.663 -0.090 0.27
H -0.228240 1.236013 -0.256945 0.070 0.212 -0.132 0.25
H -0.834121 3.551045 -0.349569 0.210 -0.597 -0.576 0.20
H -0.952225 3.434183 -2.131350 -0.243 -0.602 0.677 -0.05
H -3.217832 3.223736 -1.746203 0.251 -0.427 0.463 0.33
H -3.032393 3.033527 -0.004402 0.383 -0.490 -0.456 0.45
H -3.068580 0.871904 -2.214090 0.262 -0.069 0.735 0.34
H -2.435748 0.443452 -0.547830 -0.265 0.458 -0.558 0.16
H -4.676897 -0.379795 0.189445 0.359 1.073 -0.561 0.02
C 4.619125 -0.535830 5.514956 0.065 -0.006 -0.094 -0.72
C 3.778195 -0.344974 4.247812 -0.069 0.106 0.079 -0.64
C 3.878454 -1.636742 3.431612 -0.100 0.441 -0.317 0.19
S 4.170841 -2.956040 4.610911 -0.128 0.051 0.312 1.15
O 5.482526 -3.500767 4.373107 -0.139 -0.136 -0.089 -0.66
O 2.999063 -3.791899 4.688207 0.188 -0.158 -0.169 -0.66
C 4.240980 -1.910218 6.059053 0.078 0.352 0.212 -0.71
H 4.432499 0.249600 6.247108 0.015 -0.040 -0.016 0.36
H 5.681883 -0.514249 5.259827 -0.022 -0.020 0.057 0.33
H 2.736446 -0.165548 4.525324 0.038 -0.013 -0.017 0.32
H 4.113709 0.513759 3.665262 -0.028 -0.030 0.017 0.30
H 2.959043 -1.841798 2.885456 0.073 -0.148 0.035 -0.42
H 4.722001 -1.610002 2.741929 0.029 -0.131 0.081 0.41
H 4.965654 -2.308155 6.766503 -0.042 -0.156 -0.093 0.41
H 3.246738 -1.896420 6.507024 0.018 -0.079 -0.043 0.34
C -4.835398 -4.460538 3.004887 -0.102 0.014 -0.053 -0.63
C -4.733678 -4.842105 1.524446 0.040 -0.126 0.048 -0.63
C -4.586432 -3.543938 0.723954 -0.193 -0.354 -0.285 -0.60
S -3.796839 -2.367185 1.822139 0.377 -0.374 0.284 1.01
O -4.731538 -1.297797 2.099256 0.092 0.046 -0.098 -0.67
O -2.451800 -2.113272 1.366022 -1.509 1.727 0.798 -0.45
C -3.726908 -3.441229 3.246777 -0.148 -0.285 0.298 -0.71
H -4.728892 -5.328691 3.655079 -0.003 0.046 -0.008 0.36
H -5.810124 -4.007246 3.203420 0.047 -0.003 0.040 0.29
H -3.852524 -5.470294 1.371096 -0.012 0.052 0.004 0.26
H -5.602599 -5.411036 1.193254 0.035 0.038 -0.009 0.35
H -3.965466 -3.682642 -0.159451 0.042 0.198 0.050 0.35
H -5.556021 -3.137322 0.436844 0.064 0.096 0.063 0.45
H -3.868024 -2.859249 4.155661 0.062 0.129 -0.109 0.43
H -2.746349 -3.919257 3.253979 0.007 0.089 -0.074 0.32
C 0.552631 7.401953 -3.954762 0.076 -0.100 0.022 -0.53
C 1.290833 6.661478 -5.075512 0.042 0.128 -0.003 -0.66
C 0.601385 5.305303 -5.260830 0.464 -0.020 -0.097 -0.37
S -1.105853 5.538929 -4.757747 -0.014 0.609 -0.354 1.00
O -1.354144 4.738721 -3.573345 -0.037 -0.088 -0.284 -0.64
O -1.957734 5.466637 -5.912577 -0.119 -0.378 0.245 -0.68
C -0.932627 7.245715 -4.262670 0.177 0.304 0.273 -0.73
H 0.841760 8.451113 -3.904199 -0.027 -0.040 0.016 0.35
H 0.785500 6.940405 -2.990940 -0.034 0.058 0.001 0.26
H 1.221261 7.238474 -6.000371 -0.013 -0.038 0.032 0.31
H 2.349481 6.536313 -4.847659 -0.039 -0.007 -0.039 0.35
H 0.626916 4.976166 -6.298050 -0.167 -0.097 0.074 0.37
H 1.040926 4.541892 -4.617979 -0.099 0.012 0.026 0.10
H -1.574041 7.448866 -3.407139 -0.099 -0.121 -0.083 0.41
H -1.226915 7.866988 -5.108882 -0.061 -0.109 -0.011 0.37
C 2.056445 -4.507742 -1.277545 0.060 0.082 0.017 -0.66
C 2.426351 -3.844566 0.054877 0.050 -0.104 -0.005 -0.59
C 1.403501 -2.732307 0.313610 0.440 0.031 0.210 -0.35
S -0.107938 -3.236750 -0.514073 -0.016 -0.642 0.341 1.23
O -0.377640 -2.305069 -1.588993 -0.070 0.206 0.091 -0.69
O -1.097761 -3.567963 0.473830 1.141 -0.979 -1.155 -0.61
C 0.551080 -4.742730 -1.219303 0.332 -0.166 -0.306 -0.81
H 2.601026 -5.439129 -1.430654 -0.019 0.042 -0.009 0.38
H 2.298190 -3.834938 -2.105322 -0.028 -0.061 -0.020 0.27
H 2.375156 -4.584588 0.856840 -0.006 0.048 -0.014 0.28
H 3.442511 -3.448904 0.040327 -0.032 -0.026 0.038 0.37
H 1.203605 -2.604726 1.376374 -0.190 0.083 -0.094 0.32
H 1.724541 -1.784620 -0.120298 -0.107 -0.006 -0.026 0.02
H 0.104066 -4.919550 -2.195938 -0.121 0.080 0.072 0.46
H 0.307185 -5.560244 -0.540467 -0.069 0.086 0.019 0.34
```
Positions in Å, forces in eV/Å.

Calculated values
2S+1: 1
Maximum force, eV Å⁻¹: 4.65
Calculated total energy, eV: -101026.291
Charge: +1